41
Properties=species:S:1:pos:R:3:forces:R:3:lowdin_spin:R:1 method="wB97M-V/def2-TZVPD" gap_ev="4.82 / 4.75" multiplicity=2 charge=-2 relative_energy_kcal_mol=0.0
Cu -0.566968 -0.737397 -0.784409 0.131 0.428 -0.224 0.578
O -3.990041 3.729217 1.355031 0.069 -0.231 0.208 0.000
C -2.871234 4.230326 0.885302 0.099 -0.290 0.039 0.000
O -2.623632 5.421569 0.916270 -0.019 0.254 -0.028 0.000
C -1.888065 3.266623 0.324843 0.298 0.404 -0.103 0.000
C -0.615030 3.626305 -0.097360 -0.272 -0.151 0.162 0.000
N -0.003684 2.512401 -0.516961 -0.069 0.142 -0.102 0.002
N -0.790679 1.449583 -0.388245 -0.341 -0.288 0.112 0.031
C -1.936197 1.873868 0.120456 0.250 -0.140 -0.086 0.000
C -2.966542 0.827370 0.461513 0.187 0.402 -0.101 0.000
O -4.054532 1.253132 0.941574 -0.221 0.155 0.357 0.000
O -2.622253 -0.331733 0.256007 -0.116 -0.708 0.037 -0.001
H -3.996725 2.674142 1.287536 -0.200 0.149 -0.463 0.000
H -0.130692 4.579341 -0.077955 0.104 0.255 -0.037 0.000
H 0.982584 2.317021 -0.693429 -0.244 -0.078 0.053 0.000
C -0.522679 -4.494379 -3.422471 -0.002 -0.201 -0.079 0.008
C -0.618428 -3.088224 -2.890746 -0.024 0.210 0.134 0.010
S -0.076046 -2.882298 -1.223852 -0.005 -0.235 -0.057 0.159
C -1.068809 -2.055165 -3.618195 0.067 0.152 0.230 0.008
C -1.544627 -2.170378 -5.037383 -0.003 -0.017 -0.073 0.008
S -1.143666 -0.421831 -2.954760 -0.087 -0.041 -0.126 0.151
H -0.186129 -5.170668 -2.638915 0.023 0.000 0.060 0.004
H 0.187152 -4.577054 -4.249168 0.085 0.017 -0.087 0.000
H -1.481622 -4.874535 -3.784957 -0.085 0.034 -0.009 0.001
H -1.412224 -3.168582 -5.450173 0.032 -0.162 0.005 0.001
H -1.009022 -1.471380 -5.681745 0.095 0.086 -0.042 0.002
H -2.601322 -1.908708 -5.121502 -0.111 0.017 0.053 0.001
Br 2.189597 -2.050014 5.799159 0.003 -0.045 0.072 0.000
C 2.728506 -0.865824 4.407221 0.007 0.025 0.001 0.000
C 3.842587 -0.068976 4.605401 0.012 -0.034 0.083 0.000
C 4.227147 0.793822 3.589909 0.046 0.053 -0.037 0.000
C 3.506357 0.848005 2.408401 -0.119 -0.122 0.074 0.000
C 2.390229 0.038372 2.227959 0.438 0.131 0.085 0.002
C 1.996999 -0.827449 3.236665 -0.049 -0.076 0.064 0.000
C 1.622006 0.104839 0.924949 -0.263 0.181 -0.088 0.002
O 2.010353 0.932531 0.081134 0.353 -0.121 -0.046 -0.002
O 0.639963 -0.671732 0.867343 -0.110 -0.210 0.005 0.031
H 4.394483 -0.123660 5.533629 0.006 0.001 0.015 0.000
H 5.096532 1.425008 3.725856 0.026 0.013 0.025 0.000
H 3.777146 1.506253 1.598167 0.056 0.073 -0.066 0.000
H 1.129207 -1.449742 3.077901 -0.048 -0.031 -0.018 0.000